Formula: C29H50N4O11P2S2
Source: the Open Molecules 2025 dataset
Level of theory: the ωB97M-V functional and the def2-TZVPD basis

Summary:
- LUMO: -8.59 eV

Structure (ORCA input):
```
! wB97M-V def2-TZVPD RIJCOSX def2/J DEFGRID3
* xyz 2 1
C 3.7344 -8.3304 -2.5970
H 1.1431 -4.9422 -0.2775
C 1.8055 2.4175 6.7981
C 4.0081 -2.1901 -3.5578
C -3.9298 2.8700 5.0064
P -1.1558 1.6754 -4.5757
O -0.4121 2.8580 -5.4604
H 4.7846 -1.9812 -2.8196
H 4.9081 2.4170 5.4735
O 4.3449 -4.5785 -3.1837
H -5.6844 4.5937 2.7756
H -1.7193 -0.4025 -7.4303
H -7.2672 2.4073 2.6579
C -0.0456 -0.0097 -2.8855
C -2.8138 1.4314 -7.1820
C -6.1565 2.4791 2.4538
H 3.3682 -3.8137 -4.8366
H 3.1401 -9.2175 -2.8259
H 4.0382 -1.4170 -4.3301
C -3.1928 3.9442 2.9639
H 3.2336 -8.0180 -0.5351
H 0.2605 4.2112 -3.3039
N 0.0372 -1.1646 0.7709
H 5.1163 -3.5714 -4.7703
C -5.5600 1.0449 2.7564
C -1.9999 -0.8404 1.2292
H 0.8422 2.7512 2.9424
C 2.4400 2.3818 4.4493
H -4.7301 2.4803 5.6793
H -2.3148 2.1593 6.3915
H 4.2955 2.1598 7.2202
C 4.1634 1.9074 6.1363
H -3.6650 1.0882 -7.7727
H -1.8031 4.3317 -4.9992
C -2.5407 2.6810 5.4234
O 2.2933 -5.8127 -3.3053
H 1.9979 -7.4515 -1.6341
O 3.7279 -0.3988 4.7185
S -3.7806 -0.8971 1.6139
O 0.1683 1.0258 -3.8344
H -5.6727 0.8391 3.8637
C -0.5197 -1.2957 -3.5391
H 3.0419 -2.1240 -3.0479
C -4.0987 0.8138 2.2143
P 3.0194 -4.9649 -2.2835
C -5.6143 3.6398 3.3795
C 3.0790 -7.5170 -1.4935
H 2.1763 2.3173 7.8533
H 3.6880 -0.5632 7.0391
N -1.1421 -1.8358 0.8967
H -3.3942 0.9885 3.0865
H 2.2959 -5.0073 1.0500
H -6.0580 2.6691 1.3539
H -3.1948 2.0792 -6.3849
C -1.4192 3.1347 4.5613
H 4.7305 -8.6532 -2.2878
N 2.7529 2.2491 5.7883
H -0.3623 2.8267 7.2907
O -1.4081 0.4084 1.2773
H -3.4167 4.4285 1.9779
H 1.9802 -2.6636 -0.8998
H -0.7636 0.3291 -2.1289
H 3.8701 -7.7591 -3.5165
C 1.0738 2.6768 4.0332
H -0.9682 4.1753 2.6029
H -2.1683 2.0438 -7.8144
H -0.5459 -2.1099 -2.8093
C -1.7604 3.8048 3.2917
C 4.2027 -3.5653 -4.1732
H -6.2561 0.3035 2.2563
C 0.1382 4.8546 -4.1772
H 0.7552 0.9256 0.9556
H -1.5254 -1.1764 -3.9508
O -0.8707 0.6501 -5.8936
H -6.2431 3.8150 4.2979
C -0.7440 4.2295 -5.2455
H 1.1414 5.0303 -4.5705
N -4.1937 3.4868 3.8037
C 2.5842 -3.3171 -0.2622
C 0.4003 2.7165 6.4772
H 0.9724 -3.8222 1.0800
C -0.0562 0.1636 0.9835
O 3.6497 -6.2105 -1.3969
H 0.1400 -1.5801 -4.3604
O -1.6310 2.5624 -3.4412
H 3.0868 -2.6886 0.4756
C 1.6970 -4.3282 0.4396
C 0.0118 2.8556 5.0575
C -2.0458 0.2497 -6.6192
O 5.7590 -0.3170 5.9544
S 4.3472 0.0546 5.9756
H -2.6891 -0.3391 -5.9583
H 3.2388 2.2634 3.6746
H -3.7866 1.5297 1.4018
H -0.5968 4.7582 -6.1894
H -0.2753 5.8108 -3.8477
H 0.9089 -0.1876 -2.3840
O 3.6005 -3.9374 -1.0609
*
```

Atomic partial charges in e from the Löwdin method, atoms 1 to 5:
1. C -0.073
2. H 0.073
3. C 0.055
4. C -0.083
5. C 0.027